Molecular formula: C22H24FNO4
Method: DFT, ωB97M-V/def2-TZVPD

Values from the calculation:
structure (SMILES)	COc1ccc(F)cc1C(=O)[C@@H]1CCCN(Cc2ccc3c(c2)OCCO3)C1
total energy	-35600.386	eV

Last column: Mulliken charge in e.
Atoms and positions in Å:
F -0.51734 -3.54010 -2.69960  -0.352
O -2.96524 0.47540 1.50822  -0.436
O 3.53662 -1.90533 0.86375  -0.616
O 0.73492 -1.35239 2.15180  -0.318
O -4.09861 0.88780 -1.08373  -0.474
N 1.95536 2.29489 -0.27745  0.355
C -3.98789 -0.34124 0.98079  -0.287
C 2.68979 -1.34709 0.21838  -0.195
C -0.95714 2.71356 -1.34833  -0.623
C 1.33128 -1.93793 -0.03583  0.289
C 1.90259 0.97747 0.32121  -0.860
C -0.21319 -1.26246 3.19215  -0.901
C -2.34917 1.25239 0.55233  0.531
C 0.36690 -1.93800 0.98604  0.605
C 3.28278 2.86045 -0.12606  -0.633
C -1.14762 1.86511 0.87899  -0.083
C 2.85922 0.02410 -0.40346  0.668
C -0.22657 -3.01687 -1.48930  -0.035
C 1.02740 -2.47158 -1.27513  -0.245
C -1.18421 -3.03704 -0.49632  -0.695
C -0.44091 2.59662 -0.06326  0.215
C 4.28191 0.56366 -0.30399  -0.953
C 4.30483 1.98758 -0.85050  -0.759
C -0.88495 -2.49404 0.74198  -0.478
C -2.88424 1.41797 -0.72679  0.604
C -2.17219 2.14533 -1.67240  -0.867
C -4.86256 0.46270 0.02083  -0.536
C 0.91407 3.16092 0.26450  -1.358
H -0.51013 -2.25277 3.55068  0.369
H -1.09960 -0.70158 2.87888  0.260
H 0.88293 0.60251 0.22931  0.130
H 0.28973 -0.72878 3.99683  0.261
H -0.40162 3.25782 -2.09532  0.468
H 4.59474 0.55413 0.74198  0.324
H 3.28133 3.86366 -0.56052  0.442
H -3.54601 -1.18609 0.43456  0.055
H 5.29898 2.42200 -0.73494  0.426
H 4.96856 -0.07383 -0.86298  0.370
H 1.76009 -2.48217 -2.06663  0.589
H 3.56319 2.94929 0.94029  0.333
H -2.59534 2.24610 -2.65888  0.454
H 1.01775 3.28182 1.35792  0.356
H 1.02936 4.14266 -0.20254  0.653
H -2.15021 -3.47607 -0.69093  0.496
H -1.63377 -2.51508 1.51710  0.478
H -5.67616 -0.14483 -0.37779  0.379
H -0.76990 1.74259 1.88271  0.293
H 4.05760 1.97122 -1.91331  0.346
H -4.56308 -0.70818 1.83243  0.379
H -5.27564 1.33248 0.55065  0.286
H 2.16884 1.00614 1.39399  -0.034
H 2.54698 -0.02378 -1.45174  0.324

Cartesian forces (eV/Å) of the 6 atoms listed first:
F 0.0 0.0 0.0
O 0.2 0.4 0.0
O 0.1 -0.1 0.1
O 0.2 0.0 -0.1
O 0.3 0.1 -0.2
N 0.0 0.0 0.1


Molecular formula: C14H27AsBiN5O8S
Method: DFT, ωB97M-V/def2-TZVPD

Values from the calculation:
energy above the lowest of the compared OMol25 structures with the same formula, charge and spin	17.4	kcal/mol

Last column: Mulliken charge in e.
Atoms and positions in Å:
Bi -0.31868 -0.32196 0.17153  2.883
As -1.97960 -2.98372 1.68394  1.039
S 0.02576 -3.63366 -1.04305  1.247
O 0.64706 -3.38826 -2.31432  -0.783
O -0.64849 -3.82343 2.40803  -0.619
O -1.62046 -1.28527 1.51314  -0.752
O -3.21159 -3.07121 2.72903  -0.833
O -3.18833 -0.56397 -3.00444  -0.671
O 0.22796 -2.46751 -0.08693  -0.993
O -1.34632 -0.67153 -1.74355  -0.997
O 0.43613 -4.82199 -0.32709  -0.731
N 3.05731 -0.87220 -1.09737  -0.408
N 2.21569 1.17803 1.26622  0.722
N 0.11858 2.23895 -1.15042  -0.486
N -2.45048 0.90150 0.14295  -0.554
N -0.45951 1.00200 2.61254  -0.508
C 0.77036 0.44724 3.20344  -0.740
C 2.00440 1.21859 2.71412  -1.022
C -3.90935 -3.77764 -0.19088  -0.622
C -3.66204 -4.21443 -2.54293  -0.558
C -2.28937 -4.05773 -2.44130  -0.371
C -4.46694 -4.08735 -1.42280  -0.502
C 1.57512 2.33916 -0.89895  -0.790
C -1.73150 -3.76276 -1.21210  0.563
C 3.52234 0.62226 0.86786  -1.093
C 3.55782 -0.80118 0.27553  -0.536
C -2.53411 -3.61609 -0.07689  -0.450
C -3.36257 0.20781 -0.76222  -0.539
C 1.87168 2.44781 0.60447  -0.879
C -2.60098 -0.38460 -1.96017  0.677
H 4.59609 -1.14428 0.34329  0.466
H -4.10866 -4.41359 -3.50720  0.380
H -2.28523 1.85999 -0.13319  0.244
H -2.75772 0.84392 1.10459  0.275
H -1.25475 0.43540 2.89669  0.225
H 2.00802 3.20251 -1.41376  0.375
H 0.84296 -0.60691 2.91946  0.187
H 3.79079 -0.63861 -1.75493  0.238
H -5.53796 -4.21437 -1.51053  0.402
H 2.95688 -1.46401 0.90079  0.142
H -0.28803 3.16625 -1.16397  0.266
H -4.51085 -3.66864 0.70406  0.579
H 2.67672 3.18212 0.76925  0.437
H 4.17233 0.59301 1.74812  0.426
H 2.03480 1.43542 -1.28625  0.302
H 2.76010 -1.81584 -1.33330  0.133
H 2.87786 0.81503 3.23071  0.377
H -0.59419 1.94888 2.94836  0.244
H -1.64820 -4.13529 -3.30887  0.486
H 3.99417 1.30197 0.15027  0.398
H 1.89676 2.25835 3.04983  0.489
H -3.81578 -0.63153 -0.23536  0.191
H 0.75566 0.49315 4.29753  0.544
H 0.96834 2.83376 1.07921  0.432
H -4.15783 0.84362 -1.14785  0.383
H -0.06066 1.80162 -2.05004  0.216
H -0.09738 -4.26764 1.73388  0.461

Cartesian forces (eV/Å) of the 6 atoms listed first:
Bi -0.2 0.3 -0.5
As -0.9 0.3 0.4
S 0.8 -0.1 0.3
O -0.3 0.0 0.0
O 0.5 -0.2 -0.6
O 0.2 -0.4 0.0


Molecular formula: C4H8O
Method: DFT, ωB97M-V/def2-TZVPD

Values from the calculation:
energy above the lowest of the compared OMol25 structures with the same formula, charge and spin	95.7	kcal/mol

Last column: Mulliken charge in e.
Atoms and positions in Å:
O -2.28001 1.17880 0.20800  -0.278
C 1.64092 -0.77919 0.28612  -0.491
C -2.65031 0.71719 -0.95723  -0.161
C 0.15062 -0.82044 0.40920  -0.582
C 0.83996 0.44218 -0.06424  -0.698
H 2.22446 -0.75254 1.20148  0.237
H 2.10532 -1.33182 -0.52506  0.240
H -0.40348 -1.39825 -0.32595  0.306
H 0.91051 1.29258 0.61081  0.384
H -0.28117 -0.83765 1.40649  0.305
H -1.31279 1.15270 0.36097  0.332
H 0.75545 0.70672 -1.11577  0.315
H -1.69947 0.42971 -1.49482  0.090

Cartesian forces (eV/Å) of the 6 atoms listed first:
O 0.0 0.0 -0.2
C 0.2 -0.1 0.0
C 0.3 0.1 0.1
C -0.1 -0.1 0.0
C 0.0 0.2 -0.1
H -0.1 0.0 -0.2


Molecular formula: C3H7Cl2NS
Method: DFT, ωB97M-V/def2-TZVPD

Values from the calculation:
structure (SMILES)	N[C@@H](CS)C(Cl)Cl
energy above the lowest of the compared OMol25 structures with the same formula, charge and spin	50.4	kcal/mol

Last column: Mulliken charge in e.
Atoms and positions in Å:
Cl 1.42685 1.56920 -0.32870  -0.127
Cl 0.24553 0.49787 1.97692  -0.189
S -2.41934 -0.29233 -1.00226  -0.175
N 0.54122 -2.24080 0.00242  -0.702
C 1.16810 0.14372 0.38482  -0.042
C 0.47731 -0.88580 -0.51741  0.423
C -0.69327 -0.69008 -1.33961  -1.182
H 1.22156 -2.26051 0.92959  0.306
H 2.13369 -0.25364 0.93372  0.294
H -0.27123 -2.13656 0.53949  0.314
H -2.32525 0.63822 -0.08469  0.109
H 1.11438 -0.98989 -1.49842  0.133
H -0.65556 -1.39851 -2.08482  0.440
H -0.44004 0.21658 -1.90208  0.397

Cartesian forces (eV/Å) of the 6 atoms listed first:
Cl 0.9 3.8 -2.2
Cl -0.4 -0.5 -0.5
S -1.1 -1.5 0.2
N 2.2 0.3 3.7
C 0.3 -3.4 3.5
C 4.6 -1.7 -1.4